# 1
C5H9BrN4 in the gas phase, computed with ωB97M-V with the def2-TZVPD basis set.

XYZ file:
```
19
C5H9BrN4, DFT ωB97M-V with the def2-TZVPD basis set
C -2.8732 0.4594 0.0721
C 1.3370 0.7013 -0.8216
C 1.7353 -1.5090 0.2948
C -0.1609 -0.2478 0.7805
C 0.6927 -0.6501 -0.4544
N -1.4185 0.5860 0.3997
N -3.3289 1.6390 -0.2159
N -1.2193 1.9036 0.3060
N -2.2840 2.5139 -0.0583
Br -3.5863 -1.2177 -0.1702
H 2.2725 0.4007 -1.4321
H 1.7052 1.1879 0.0339
H 0.8860 1.3576 -1.5245
H 1.2048 -2.4132 0.7431
H 2.2617 -0.9246 1.0071
H 2.4545 -1.7669 -0.4450
H 0.4856 0.4689 1.4578
H -0.4281 -1.2031 1.2030
H 0.2638 -1.2861 -1.1760
```

Properties
- Energy relative to the best compared isomer or geometry (same formula, charge and spin): 21.5 kcal per mole
- Frontier orbital gap: 10.48 eV
- SMILES string: CC(C)Cn1nnnc1Br

natural (NBO) population analysis, charges in e, atoms 1 to 2: atom 1 (C): 0.1953, atom 2 (C): -0.6113

# 2
A gas-phase ion, C5H9ClFN4O (charge +1), computed with ωB97M-V with the def2-TZVPD basis set.

XYZ file:
```
21
C5H9ClFN4O, DFT ωB97M-V with the def2-TZVPD basis set
C 0.9839 -0.4272 -1.2052
C 1.5356 -2.0809 0.5612
C 0.2383 0.6374 -0.3059
C -1.0967 0.0821 0.1230
C -1.8050 1.9404 1.6044
N 1.0831 -1.6265 -0.4895
N 1.7073 -2.5111 1.6881
N -1.7536 -0.7975 -0.5903
N 0.0329 -0.7020 -2.3781
O -1.8108 0.5853 1.1125
F -0.0968 1.6271 -1.1857
Cl -3.2934 -1.3563 -0.0550
H 1.8281 -0.0406 -1.6051
H 0.7951 1.1562 0.6275
H -2.5571 1.8429 2.4553
H -2.3091 2.4405 0.8406
H -0.7931 2.2661 1.9010
H 2.3342 -3.1935 1.9348
H 0.1854 -1.6769 -2.6884
H 0.1345 0.1489 -3.0683
H -0.9268 -0.7549 -1.7506
```

Properties
- Net charge: +1
- Energy relative to the best compared isomer or geometry (same formula, charge and spin): 36.2 kcal per mole
- Frontier orbital gap: 10.24 eV
- SMILES string: CO/C(=N\Cl)[C@H](F)[C@H]([NH3+])N=C=N

natural (NBO) population analysis, charges in e, atoms 1 to 2: atom 1 (C): 0.1202, atom 2 (C): 0.7161

# 3
A gas-phase ion, C5H9ClN3O (charge +1), computed with ωB97M-V with the def2-TZVPD basis set.

XYZ file:
```
19
C5H9ClN3O, DFT ωB97M-V with the def2-TZVPD basis set
C 0.9980 1.0393 1.3111
C -0.1014 -1.3673 -0.2521
C 1.8040 0.0154 0.6042
C -1.4108 0.7768 0.8163
C -1.3879 1.5492 -1.3310
N -0.2733 1.2360 1.2393
N 1.1752 -1.2231 0.3143
N -0.2436 -2.6676 -0.4399
O -2.1201 1.0497 -0.1828
Cl 2.2055 1.0078 -0.9094
H 1.4558 1.8201 1.8823
H 2.6903 -0.2696 1.0026
H -2.1588 0.3016 1.4983
H -1.2286 2.5262 -1.2709
H -1.9863 1.5329 -2.1624
H -0.5481 1.0140 -1.5723
H 1.8690 -2.0426 0.3305
H -1.1308 -2.9445 -0.7121
H 0.3917 -3.3542 -0.1660
```

Properties
- Net charge: +1
- Energy relative to the best compared isomer or geometry (same formula, charge and spin): 32.2 kcal per mole
- Frontier orbital gap: 9.10 eV

natural (NBO) population analysis, charges in e, atoms 1 to 2: atom 1 (C): 0.2493, atom 2 (C): 0.1987

# 4
2 unconnected molecules or ions with the total composition C5H9ClO2, computed with ωB97M-V with the def2-TZVPD basis set.

XYZ file:
```
17
C5H9ClO2, DFT ωB97M-V with the def2-TZVPD basis set
C 0.1471 -1.0576 -2.1642
C 1.3559 -0.2576 -2.5340
C -0.8293 1.0073 3.2914
C 0.0238 -1.6757 -0.9938
C -1.2396 0.2736 2.2717
O -0.7936 -1.0968 -3.1332
O -1.3942 0.7040 0.9982
Cl -1.4053 -2.5911 -0.6079
H 2.1386 -0.3776 -1.7917
H 1.7176 -0.5846 -3.5066
H 1.0893 0.7940 -2.6141
H -0.7352 0.5885 4.2734
H -1.5466 -1.6168 -2.8136
H -0.5851 2.0509 3.1728
H 0.7558 -1.6443 -0.2107
H -1.4933 -0.7720 2.3592
H -1.1529 1.6369 0.9405
```

Properties
- Energy relative to the best compared isomer or geometry (same formula, charge and spin): 39.3 kcal per mole
- Frontier orbital gap: 9.45 eV
- SMILES string: C/C(O)=C/Cl.C=CO

natural (NBO) population analysis, charges in e, atoms 1 to 2: atom 1 (C): 0.3151, atom 2 (C): -0.6461

# 5
2 unconnected molecules or ions with the total composition C5H9ClSe2, computed with ωB97M-V with the def2-TZVPD basis set.

XYZ file:
```
17
C5H9ClSe2, DFT ωB97M-V with the def2-TZVPD basis set
C -1.8822 -1.3357 -0.7167
C -0.9004 -1.7595 0.3027
C -0.7636 1.1333 -0.1740
C 0.3191 0.6987 0.6930
C 2.8736 1.4564 0.1714
Cl 3.4654 0.4176 -0.9473
Se -2.5909 0.3437 -0.3149
Se 0.9554 -1.0672 0.2360
H -1.3448 -1.3219 -1.7377
H -2.6287 -2.0625 -0.6802
H -1.1896 -1.6319 1.2877
H -0.5876 -2.8513 0.1842
H -1.1911 2.1339 0.1500
H -0.3492 1.1788 -1.2100
H 0.3009 0.8383 1.7683
H 3.0672 1.4560 1.2137
H 2.4464 2.3734 -0.2261
```

Properties
- Frontier orbital gap (alpha / beta): 7.76 / 7.28 eV
- <S²>: 2.013
- Multiplicity: 3

natural (NBO) population analysis, charges in e, atoms 1 to 2: atom 1 (C): -0.6347, atom 2 (C): -0.5420

# 6
2 unconnected molecules or ions with the total composition C5H9ClSi, computed with ωB97M-V with the def2-TZVPD basis set.

XYZ file:
```
16
C5H9ClSi, DFT ωB97M-V with the def2-TZVPD basis set
C 0.3578 0.0041 -1.8764
C 0.0696 1.0533 -1.0316
C 0.1839 -1.2856 -1.0188
C -0.3543 -0.8033 0.3724
C -0.3892 0.6896 0.2764
Si 0.3993 1.7062 1.8029
Cl 0.1291 3.6262 1.4197
H 0.8297 -0.1035 -2.8238
H 0.2198 2.0365 -1.4231
H -0.4613 -1.9253 -1.4368
H 1.2326 -1.5380 -0.9392
H -1.2330 -1.4135 0.4329
H 0.4532 -1.2161 0.9517
H -1.9474 1.0308 0.3872
H 1.6841 1.1810 2.0140
H -0.4393 1.4446 2.9447
```

Properties
- Energy relative to the best compared isomer or geometry (same formula, charge and spin): 70.6 kcal per mole
- Frontier orbital gap: 9.03 eV

natural (NBO) population analysis, charges in e, atoms 1 to 2: atom 1 (C): -0.1557, atom 2 (C): -0.2730

# 7
A molecular structure, C5H9CsO3, computed with ωB97M-V with the def2-TZVPD basis set.

XYZ file:
```
18
C5H9CsO3, DFT ωB97M-V with the def2-TZVPD basis set
C -0.4239 1.4535 9.3789
C -1.8493 1.1628 9.6359
H -0.2853 2.0928 8.4873
H 0.0939 1.8673 10.2625
H -2.3744 0.9946 8.6789
H -2.2112 1.7300 10.5138
H -2.6107 0.1069 10.1607
O -4.7884 -1.7563 10.0830
C -3.4741 -1.7913 10.4186
C -5.6053 -1.6262 11.2490
O -2.7272 -2.5222 9.7421
O -3.3666 -1.8889 11.7667
C -4.5744 -1.4277 12.3695
Cs 1.2925 -1.8111 8.3048
H -6.1964 -2.5425 11.3675
H -6.2787 -0.7698 11.1295
H -4.7762 -2.0430 13.2518
H -4.4522 -0.3738 12.6527
```

Properties
- Energy relative to the best compared isomer or geometry (same formula, charge and spin): 87.9 kcal per mole
- Frontier orbital gap: 4.10 eV

natural (NBO) population analysis, charges in e, atoms 1 to 2: atom 1 (C): -0.9201, atom 2 (C): -0.5435

# 8
A molecular structure, C5H9CsO3, computed with ωB97M-V with the def2-TZVPD basis set.

XYZ file:
```
18
C5H9CsO3, DFT ωB97M-V with the def2-TZVPD basis set
O 2.8744 -0.9113 0.7796
C 2.4097 -0.0595 -0.0925
O 2.9781 0.9452 -0.4169
Cs 6.0016 1.6860 1.2409
C 2.0674 -2.0677 1.1705
H 2.7802 -2.7013 1.7056
H 1.3125 -1.6941 1.8711
C 1.4614 -2.7649 -0.0209
H 0.7231 -2.1302 -0.5296
H 2.2347 -3.0655 -0.7402
H 0.9471 -3.6666 0.3354
O -2.0956 1.6480 -0.1501
C -2.8506 2.4394 -0.6810
C -4.3250 2.2617 -0.7910
H -2.4377 3.3588 -1.1520
H -4.5888 2.1807 -1.8576
H -4.8235 3.1677 -0.4203
H -4.6690 1.3737 -0.2509
```

Properties
- Net charge: +1
- Energy relative to the best compared isomer or geometry (same formula, charge and spin): 0.3 kcal per mole
- Frontier orbital gap (alpha / beta): 8.01 / 7.73 eV
- <S²>: 0.753
- Multiplicity: 2

natural (NBO) population analysis, charges in e, atoms 1 to 2: atom 1 (O): -0.5304, atom 2 (C): 0.7436

# 9
A molecular structure, C5H9CuMgO4, computed with ωB97M-V with the def2-TZVPD basis set.

XYZ file:
```
20
C5H9CuMgO4, DFT ωB97M-V with the def2-TZVPD basis set
O 0.6004 1.1505 -1.3336
C 1.0630 1.9053 -0.2782
C 0.7645 1.2583 1.0654
O 1.0587 -0.1407 0.9939
C 2.4434 -0.4726 0.9699
Mg -0.3895 -1.6526 1.0824
H 0.7188 2.9555 -0.2101
H 2.1654 1.9772 -0.3777
H -0.2927 1.3769 1.3420
H 1.3582 1.7253 1.8675
H 2.5729 -1.5395 1.1864
H 2.8450 -0.2940 -0.0361
H 2.9796 0.1227 1.7231
O -2.5663 -0.2936 -2.5959
C -3.3906 -1.1003 -2.0547
C -2.8857 -1.6614 -0.7280
O -1.6770 -1.1205 -0.2656
Cu -0.8240 0.0224 -1.5238
H -2.8628 -2.7631 -0.8441
H -3.6814 -1.4558 0.0171
```

Properties
- Energy relative to the best compared isomer or geometry (same formula, charge and spin): 0.0 kcal per mole
- Frontier orbital gap (alpha / beta): 6.56 / 5.89 eV
- <S²>: 2.006
- Multiplicity: 3

natural (NBO) population analysis, charges in e, atoms 1 to 2: atom 1 (O): -0.9929, atom 2 (C): -0.0631

# 10
A molecular structure, C5H9CuO3, computed with ωB97M-V with the def2-TZVPD basis set.

XYZ file:
```
18
C5H9CuO3, DFT ωB97M-V with the def2-TZVPD basis set
H 3.8047 1.9135 2.3422
O 1.1804 3.2340 1.4287
C 1.8501 2.6455 2.2750
H 1.7141 2.9021 3.3416
H 2.5531 0.6897 2.4993
C 2.8268 1.5999 1.9426
H 2.8792 1.4107 0.8666
C -1.3872 5.7743 1.9245
O -0.9358 5.1273 2.9932
Cu -0.0102 4.5480 1.4921
O -2.2172 6.6871 2.2837
C -2.3091 6.4932 3.9559
C -1.4576 7.5074 4.6875
H -2.3974 5.5500 4.5060
H -3.3670 6.7818 3.9890
H -0.4295 7.1492 4.8273
H -1.8929 7.6975 5.6783
H -1.4142 8.4616 4.1460
```

Properties
- Net charge: +1
- Energy relative to the best compared isomer or geometry (same formula, charge and spin): 40.3 kcal per mole
- Frontier orbital gap (alpha / beta): 9.88 / 8.84 eV
- <S²>: 0.755
- Multiplicity: 2

natural (NBO) population analysis, charges in e, atoms 1 to 2: atom 1 (H): 0.2813, atom 2 (O): -0.6907

# 11
C5H9F in the gas phase, computed with ωB97M-V with the def2-TZVPD basis set.

XYZ file:
```
15
C5H9F, DFT ωB97M-V with the def2-TZVPD basis set
C -0.0248 1.2151 -1.7212
C 0.3107 1.0353 -0.3121
C 0.0250 -0.1234 0.3691
C -0.5080 -1.3967 -0.1626
C 0.2437 -0.2898 1.8887
H 0.7838 1.7605 -2.1495
H -0.8306 1.9004 -1.7838
H -0.2398 0.3086 -2.2428
H 0.8879 1.6596 0.2962
H -1.2951 -1.8324 0.4668
H 0.3513 -2.0359 -0.0847
H -0.8175 -1.3783 -1.2191
H 1.0182 -1.1016 2.0062
H -0.7221 -0.6331 2.3089
F 0.8174 0.9118 2.3399
```

Properties
- Energy relative to the best compared isomer or geometry (same formula, charge and spin): 20.4 kcal per mole
- Frontier orbital gap: 9.79 eV
- SMILES string: C/C=C(\C)CF

natural (NBO) population analysis, charges in e, atoms 1 to 2: atom 1 (C): -0.6423, atom 2 (C): -0.1967

# 12
A molecular structure, C5H9F2N, computed with ωB97M-V with the def2-TZVPD basis set.

XYZ file:
```
17
C5H9F2N, DFT ωB97M-V with the def2-TZVPD basis set
C 1.7262 1.1948 0.9904
C 1.0458 0.3874 -0.1272
C -0.6451 -0.4844 -0.8444
C -2.1383 -0.6571 -0.4999
C 0.3174 -0.8605 0.2178
H 2.4901 0.5112 1.3788
H 2.2342 2.0202 0.5525
H 1.0740 1.4905 1.8278
H 1.7916 0.1730 -0.9051
H -0.6703 1.4146 -0.1664
H -0.4400 -1.0161 -1.7750
H -2.3981 -1.7526 -0.6449
H -2.6866 -0.0477 -1.2093
H -2.3582 -0.3750 0.5163
N -0.1591 0.9394 -0.8757
F -0.1763 -0.8986 1.5050
F 0.9926 -2.0393 0.0592
```

Properties
- Energy relative to the best compared isomer or geometry (same formula, charge and spin): 1.2 kcal per mole
- Frontier orbital gap: 11.02 eV

natural (NBO) population analysis, charges in e, atoms 1 to 2: atom 1 (C): -0.6242, atom 2 (C): -0.1071

Question: Number 12 is which compound?
Answer: C5H9F2N

Copy entry 5 word for word.
2 unconnected molecules or ions with the total composition C5H9ClSe2, computed with ωB97M-V with the def2-TZVPD basis set.

XYZ file:
```
17
C5H9ClSe2, DFT ωB97M-V with the def2-TZVPD basis set
C -1.8822 -1.3357 -0.7167
C -0.9004 -1.7595 0.3027
C -0.7636 1.1333 -0.1740
C 0.3191 0.6987 0.6930
C 2.8736 1.4564 0.1714
Cl 3.4654 0.4176 -0.9473
Se -2.5909 0.3437 -0.3149
Se 0.9554 -1.0672 0.2360
H -1.3448 -1.3219 -1.7377
H -2.6287 -2.0625 -0.6802
H -1.1896 -1.6319 1.2877
H -0.5876 -2.8513 0.1842
H -1.1911 2.1339 0.1500
H -0.3492 1.1788 -1.2100
H 0.3009 0.8383 1.7683
H 3.0672 1.4560 1.2137
H 2.4464 2.3734 -0.2261
```

Properties
- Frontier orbital gap (alpha / beta): 7.76 / 7.28 eV
- <S²>: 2.013
- Multiplicity: 3

natural (NBO) population analysis, charges in e, atoms 1 to 2: atom 1 (C): -0.6347, atom 2 (C): -0.5420